Entry from the OMol25 dataset: C46H36N6Tl as an isolated structure (ωB97M-V/def2-TZVPD).

Positions of all 89 atoms, in Å:
Tl -0.22 0.48 -1.65
C -7.02 -0.75 -3.55
C -6.02 0.08 -3.94
C -4.89 0.37 -3.15
C -4.61 -0.45 -2.04
C -5.62 -1.33 -1.69
C -6.87 -1.38 -2.37
C -3.36 -0.30 -1.25
C -3.11 0.97 -0.68
C -3.94 2.15 -0.74
C -3.23 3.22 -0.36
C -1.92 2.69 0.03
C -0.85 3.51 0.45
C -1.10 5.00 0.51
C -0.85 5.86 1.58
C -1.51 7.08 1.70
C -2.21 7.56 0.64
C -2.11 6.91 -0.61
C -1.58 5.65 -0.68
C 0.44 3.07 0.87
N 0.88 1.75 0.84
C 2.27 1.80 1.19
C 3.03 0.57 1.35
C 4.28 0.61 2.05
C 5.38 -0.12 1.62
C 6.62 0.05 2.20
C 6.76 0.81 3.38
C 5.64 1.48 3.90
C 4.48 1.45 3.19
C 2.47 -0.72 0.85
C 2.77 -2.01 1.57
C 1.86 -2.99 1.34
C 1.13 -3.00 0.17
N 1.66 -2.23 -0.89
C -0.09 -3.79 -0.01
C -1.22 -3.11 -0.60
C -2.19 -3.69 -1.47
C -3.04 -2.72 -1.80
C -2.70 -1.50 -1.11
N -1.59 -1.80 -0.31
C -0.18 -5.17 0.49
C -1.44 -5.72 0.69
C -1.57 -7.04 1.05
C -0.45 -7.86 1.30
C 0.79 -7.35 1.06
C 0.95 -6.01 0.67
C 2.61 3.17 1.54
C 1.53 3.99 1.29
N -1.85 1.36 -0.15
H -7.97 -0.87 -4.17
H -6.13 0.59 -4.91
H -4.26 1.26 -3.28
H -5.51 -1.98 -0.79
H -7.58 -2.08 -1.98
H -5.00 2.12 -0.99
H -3.56 4.27 -0.29
H -0.29 5.44 2.40
H -1.41 7.61 2.62
H -2.90 8.42 0.82
H -2.46 7.33 -1.57
H -1.53 5.05 -1.62
H 5.36 -0.75 0.73
H 7.46 -0.56 1.77
H 7.67 0.75 3.90
H 5.70 1.83 4.90
H 3.59 1.90 3.67
H 3.60 -2.14 2.34
H 1.81 -3.92 1.94
H -2.35 -4.80 -1.70
H -3.92 -2.80 -2.48
H -2.25 -5.06 0.62
H -2.55 -7.51 1.13
H -0.71 -8.82 1.82
H 1.63 -8.01 1.36
H 1.87 -5.55 0.34
H 3.56 3.51 2.00
H 1.59 5.06 1.27
N 2.46 -1.06 -0.60
C 3.67 -0.91 -1.46
C 4.07 0.49 -1.86
N 2.85 1.24 -2.23
H 1.33 -0.48 0.80
H 1.14 -2.15 -1.80
H 3.43 -1.55 -2.33
H 4.53 -1.39 -1.03
H 4.85 0.36 -2.67
H 4.48 0.97 -0.97
H 3.02 2.02 -2.84
H 2.47 1.58 -1.33

Energy above the lowest of the compared OMol25 structures with the same formula, charge and spin: 1.1524 eV
Total charge: +1
DFT total energy: -2275.068132 hartree

Entry from the OMol25 dataset: C15H33Br2InPS4 as an isolated structure (ωB97M-V/def2-TZVPD).

Positions of all 56 atoms, in Å:
In -0.23 0.36 0.54
C 2.92 1.89 1.58
C 3.35 0.43 1.53
S 2.40 -0.50 0.29
C 2.40 -2.17 0.99
C 1.27 -3.00 0.43
S -0.40 -2.39 0.77
C -0.57 -2.67 2.55
C -1.53 -1.67 3.18
S -1.12 0.08 3.00
C 0.49 0.23 3.82
C 0.97 1.66 3.65
S 1.18 2.21 1.93
H 3.11 2.39 0.63
H 3.50 2.41 2.34
H 3.24 -0.07 2.50
H 4.40 0.38 1.25
H 2.36 -2.10 2.08
H 3.35 -2.64 0.73
H 1.32 -4.02 0.83
H 1.33 -3.09 -0.66
H 0.42 -2.64 3.02
H -0.98 -3.67 2.69
H -1.60 -1.86 4.26
H -2.54 -1.76 2.77
H 1.18 -0.50 3.40
H 0.34 0.01 4.88
H 1.92 1.81 4.16
H 0.26 2.36 4.09
Br -3.61 0.39 0.48
C -3.61 2.29 0.87
Br -1.86 3.10 0.65
H -3.91 2.42 1.91
H -4.29 2.77 0.19
C 1.67 1.39 -2.65
C 0.82 0.12 -2.77
P -0.79 0.30 -1.95
C -1.87 -1.12 -2.30
C -1.49 -1.88 -3.59
C -1.57 1.80 -2.58
C -1.79 1.72 -4.10
H 2.67 1.21 -3.03
H 1.77 1.73 -1.61
H 1.24 2.21 -3.22
H 1.32 -0.74 -2.33
H 0.63 -0.12 -3.81
H -2.88 -0.71 -2.37
H -1.85 -1.79 -1.45
H -1.51 -1.24 -4.47
H -2.23 -2.68 -3.74
H -0.51 -2.35 -3.51
H -0.95 2.65 -2.31
H -2.52 1.90 -2.06
H -0.86 1.59 -4.65
H -2.24 2.65 -4.44
H -2.48 0.91 -4.37

Energy above the lowest of the compared OMol25 structures with the same formula, charge and spin: 0.0000 eV
Total charge: +3
DFT total energy: -7862.699480 hartree

Entry from the OMol25 dataset: C17H22N6O2Pt as an isolated structure (ωB97M-V/def2-TZVPD).

Positions of all 48 atoms, in Å:
Pt 0.16 0.27 -0.66
C -0.79 4.41 -0.63
C -0.12 3.12 -0.90
O -0.70 2.07 -0.55
C 1.15 3.17 -1.64
C 1.95 2.20 -2.11
C 3.20 2.45 -2.88
N 1.62 0.83 -1.83
N 2.49 -0.01 -2.14
C 2.14 -1.33 -1.67
O 1.06 -1.48 -1.04
C 3.04 -2.38 -1.97
C 2.75 -3.68 -1.50
C 3.62 -4.71 -1.79
C 4.77 -4.46 -2.54
C 5.07 -3.18 -3.00
C 4.22 -2.13 -2.72
H -1.70 4.27 -0.05
H -1.04 4.89 -1.58
H -0.10 5.08 -0.12
H 1.48 4.18 -1.87
H 3.35 3.52 -3.00
H 3.13 1.99 -3.87
H 4.06 2.01 -2.38
H 1.85 -3.86 -0.93
H 3.41 -5.71 -1.44
H 5.44 -5.27 -2.77
H 5.97 -3.00 -3.57
H 4.43 -1.14 -3.08
C -5.33 -0.55 2.80
C -4.28 0.04 3.73
C -3.99 1.50 3.41
C -3.01 -0.81 3.77
N -2.31 -0.83 2.47
C -1.45 0.03 1.95
N -1.19 -0.38 0.72
N -1.92 -1.51 0.50
N -2.59 -1.77 1.55
H -6.27 -0.01 2.90
H -5.53 -1.60 3.01
H -5.03 -0.47 1.75
H -4.66 -0.01 4.76
H -3.67 1.62 2.37
H -3.23 1.92 4.07
H -4.89 2.10 3.53
H -3.22 -1.85 4.00
H -2.30 -0.42 4.50
H -1.04 0.88 2.45

Energy above the lowest of the compared OMol25 structures with the same formula, charge and spin: 0.0464 eV
Total charge: +2
DFT total energy: -1258.715930 hartree